No. 1
This record from the Open Molecules 2025 dataset describes a 13-piece molecular cluster, C45H105N3O40P10 overall. The level of theory is wB97M-V/def2-TZVPD.

XYZ file:
```
203
Properties=species:S:1:pos:R:3
N -2.398 -1.247 6.793
C -2.094 -0.329 5.852
C -1.509 -0.564 4.600
C -1.273 -1.916 4.294
C -1.612 -2.887 5.231
C -2.142 -2.504 6.405
H -2.253 0.704 6.190
H -1.359 0.254 3.895
H -0.861 -2.123 3.328
H -1.387 -3.920 5.044
H -2.455 -3.205 7.178
N 4.150 -0.122 5.393
C 5.332 -0.344 5.913
C 6.034 -1.504 5.859
C 5.386 -2.599 5.304
C 4.139 -2.446 4.691
C 3.549 -1.228 4.819
H 5.743 0.515 6.429
H 6.970 -1.745 6.341
H 5.761 -3.616 5.328
H 3.640 -3.311 4.284
H 2.516 -1.037 4.421
N -4.691 0.771 -0.230
C -3.628 1.382 -0.729
C -2.997 1.147 -1.932
C -3.553 0.138 -2.696
C -4.622 -0.595 -2.226
C -5.139 -0.237 -0.973
H -3.181 2.094 -0.029
H -2.157 1.744 -2.213
H -3.201 -0.076 -3.702
H -5.070 -1.397 -2.803
H -6.043 -0.774 -0.577
C 1.869 -1.246 -5.595
O 2.314 -0.045 -6.297
P 3.337 0.891 -5.583
O 2.836 1.324 -4.252
O 3.543 2.049 -6.678
C 2.418 2.869 -6.940
O 4.661 0.101 -5.550
C 5.624 0.253 -4.524
H 2.648 -1.938 -5.299
H 1.165 -1.774 -6.239
H 1.264 -0.911 -4.715
H 1.727 2.907 -6.086
H 1.928 2.425 -7.819
H 2.692 3.879 -7.195
H 6.484 -0.437 -4.672
H 5.211 0.070 -3.531
H 6.162 1.244 -4.584
C 2.048 2.434 1.139
O 3.041 3.532 0.981
P 3.398 4.411 2.255
O 2.284 5.220 2.736
O 4.685 5.214 1.766
C 4.480 6.476 1.111
O 3.928 3.363 3.295
C 5.140 2.645 2.995
H 1.058 2.853 1.243
H 2.329 1.761 1.969
H 2.161 1.870 0.204
H 4.345 7.302 1.803
H 3.548 6.467 0.543
H 5.313 6.683 0.471
H 4.977 2.161 2.035
H 5.336 1.881 3.725
H 6.004 3.307 2.889
C 3.570 -1.614 -2.021
O 3.746 -0.367 -1.183
P 5.131 -0.057 -0.630
O 6.337 -0.192 -1.448
O 4.940 1.456 -0.192
C 4.983 2.460 -1.182
O 5.212 -0.877 0.746
C 6.456 -1.078 1.382
H 3.417 -1.444 -3.085
H 2.732 -2.172 -1.627
H 4.540 -2.099 -1.813
H 5.784 2.254 -1.927
H 5.209 3.439 -0.800
H 4.024 2.421 -1.720
H 7.093 -1.827 0.917
H 6.406 -1.449 2.393
H 7.080 -0.180 1.413
C -5.272 -4.051 4.180
O -6.116 -4.097 3.047
P -6.724 -2.767 2.351
O -7.511 -3.083 1.156
O -7.546 -2.144 3.513
C -8.962 -2.411 3.692
O -5.471 -1.810 2.314
C -5.643 -0.408 2.419
H -5.306 -4.992 4.688
H -5.534 -3.268 4.936
H -4.230 -3.814 3.917
H -9.458 -2.181 2.758
H -9.281 -1.779 4.524
H -9.057 -3.472 3.986
H -6.198 -0.141 3.301
H -6.174 0.075 1.603
H -4.683 0.086 2.482
C -4.442 4.002 -3.949
O -3.581 3.864 -5.066
P -3.462 2.518 -5.905
O -4.708 1.760 -6.001
O -2.761 3.033 -7.248
C -3.412 3.861 -8.223
O -2.344 1.657 -5.266
C -1.075 2.238 -4.912
H -4.114 3.418 -3.072
H -5.447 3.665 -4.248
H -4.513 5.053 -3.650
H -2.732 4.686 -8.406
H -4.408 4.168 -7.882
H -3.536 3.365 -9.180
H -1.205 2.655 -3.916
H -0.810 3.025 -5.640
H -0.264 1.503 -4.853
C 0.720 -4.927 -1.242
O 0.502 -5.196 -2.670
P 1.163 -4.181 -3.648
O 2.635 -4.143 -3.490
O 0.603 -4.740 -5.011
C 1.273 -5.789 -5.661
O 0.523 -2.826 -3.468
C -0.906 -2.642 -3.605
H 1.350 -4.081 -0.981
H 1.036 -5.870 -0.805
H -0.254 -4.729 -0.775
H 0.697 -6.249 -6.456
H 1.487 -6.658 -5.030
H 2.194 -5.466 -6.120
H -1.448 -2.831 -2.657
H -1.331 -3.157 -4.443
H -1.119 -1.572 -3.786
C 1.914 4.713 7.839
O 1.664 3.660 6.949
P 0.643 2.474 7.001
O -0.608 2.827 7.692
O 0.424 2.031 5.542
C 1.346 1.860 4.488
O 1.486 1.346 7.636
C 0.932 0.019 7.904
H 1.144 4.796 8.628
H 2.084 5.643 7.291
H 2.806 4.451 8.351
H 1.574 2.839 4.039
H 0.964 1.112 3.772
H 2.257 1.490 4.912
H 1.225 -0.684 7.152
H -0.161 0.073 7.953
H 1.333 -0.293 8.869
C -0.185 5.628 0.468
O 0.641 5.468 -0.630
P 0.033 5.044 -2.037
O -0.935 3.930 -2.015
O -0.625 6.387 -2.506
C -1.792 6.324 -3.311
O 1.330 4.850 -2.917
C 2.240 3.823 -2.546
H -0.725 6.584 0.566
H 0.317 5.396 1.379
H -1.043 4.898 0.433
H -1.770 5.757 -4.215
H -2.085 7.337 -3.628
H -2.662 6.036 -2.745
H 1.879 2.790 -2.689
H 2.589 3.974 -1.534
H 3.134 3.864 -3.178
C 2.347 -1.600 1.366
O 1.293 -1.918 0.495
P -0.003 -1.033 0.412
O 0.076 0.122 1.279
O -1.101 -2.095 0.706
C -2.504 -1.585 0.562
O -0.301 -0.720 -1.085
C 0.353 0.385 -1.715
H 2.902 -0.729 1.038
H 3.061 -2.418 1.451
H 2.037 -1.347 2.376
H -2.693 -1.338 -0.487
H -2.560 -0.707 1.232
H -3.105 -2.326 1.053
H -0.137 0.596 -2.649
H 1.407 0.236 -1.858
H 0.261 1.350 -1.188
C -5.926 -5.065 -0.434
O -4.734 -5.868 -0.851
P -3.341 -5.176 -0.999
O -3.358 -4.077 -1.988
O -2.382 -6.404 -1.246
C -2.360 -7.093 -2.455
O -2.868 -4.630 0.411
C -2.870 -5.489 1.555
H -6.345 -4.592 -1.313
H -5.592 -4.343 0.285
H -6.621 -5.774 0.009
H -1.839 -6.535 -3.228
H -3.351 -7.395 -2.823
H -1.861 -8.038 -2.266
H -3.875 -5.852 1.704
H -2.629 -4.815 2.380
H -2.114 -6.263 1.451
```

- Frontier orbital gap: 9.700 eV
- Net charge: 0
- Molecular weight: 1638.06 g mol⁻¹
- Multiplicity: 1

Mulliken population analysis, charges in e, atoms 1 to 4: -0.62, -1.15, 0.36, 0.07

---

No. 2
This record from the Open Molecules 2025 dataset describes C23H26BrN2O2PPdSe2 as an isolated structure. The level of theory is wB97M-V/def2-TZVPD.

XYZ file:
```
58
Properties=species:S:1:pos:R:3
Pd -0.117 0.416 -1.006
N -1.413 -0.764 -2.280
C -1.723 -0.256 -3.616
C -0.605 -0.445 -4.634
C 0.782 0.040 -4.193
C 1.539 -0.974 -3.322
N 1.629 -0.553 -1.915
H -1.098 -1.743 -2.267
H -2.229 -0.640 -1.676
H -1.950 0.807 -3.503
H -2.627 -0.740 -4.008
H -0.914 0.092 -5.538
H -0.535 -1.502 -4.912
H 0.686 0.979 -3.638
H 1.375 0.266 -5.084
H 2.544 -1.135 -3.730
H 1.038 -1.942 -3.333
H 2.401 0.094 -1.744
H 1.803 -1.370 -1.336
Se 3.203 1.864 -0.167
P 1.073 1.733 0.388
Se -2.114 1.208 0.051
C 0.534 3.475 0.611
C -0.427 3.802 1.567
C -0.840 5.117 1.724
C -0.316 6.118 0.916
C 0.632 5.797 -0.044
C 1.060 4.483 -0.189
C 1.081 1.139 2.127
C 0.337 0.026 2.495
C 0.378 -0.451 3.799
C 1.151 0.198 4.750
C 1.892 1.320 4.391
C 1.863 1.781 3.084
H -0.865 3.018 2.168
H -1.589 5.355 2.470
H -0.648 7.144 1.036
H 1.048 6.571 -0.679
H 1.823 4.230 -0.914
H -0.293 -0.443 1.750
H -0.205 -1.325 4.068
H 1.180 -0.169 5.770
H 2.500 1.829 5.130
H 2.461 2.636 2.790
Br -2.602 -3.629 4.322
C -1.847 -3.851 2.578
C -1.358 -5.095 2.214
C -0.806 -5.250 0.950
C -0.738 -4.181 0.061
C -1.231 -2.947 0.466
C -1.796 -2.766 1.723
C -0.130 -4.399 -1.337
O 0.333 -5.530 -1.562
O -0.159 -3.410 -2.118
H -1.407 -5.924 2.908
H -0.411 -6.205 0.627
H -1.169 -2.100 -0.201
H -2.182 -1.795 2.009
```

- Energy above the lowest of the compared OMol25 structures with the same formula, charge and spin: 0.00 kJ/mol
- Frontier orbital gap: 5.064 eV
- Net charge: -2
- Molecular weight: 737.69 g mol⁻¹
- Multiplicity: 1

Mulliken population analysis, charges in e, atoms 1 to 4: 0.07, -0.34, -0.90, -0.66

---

No. 3
This record from the Open Molecules 2025 dataset describes C6H12OPSm as an isolated structure. The level of theory is wB97M-V/def2-TZVPD.

XYZ file:
```
21
Properties=species:S:1:pos:R:3
C 0.209 1.945 -0.420
C 0.321 2.376 -1.682
C -0.010 1.673 -2.882
C -0.551 0.355 -2.845
C -0.758 -0.341 -1.716
Sm -0.019 -0.051 0.139
P 0.015 0.590 2.491
H 0.544 2.567 0.404
H 0.667 3.411 -1.824
H 0.091 2.178 -3.829
H -1.328 -1.269 -1.691
H -0.903 -0.059 -3.803
H -1.152 0.249 3.197
H 0.058 1.964 2.773
H 0.946 0.157 3.436
C 0.474 -2.607 1.738
O -0.343 -2.213 0.616
H 1.448 -2.091 1.656
H 0.622 -3.680 1.704
H -0.048 -2.337 2.666
H -0.284 -2.817 -0.128
```

- Energy above the lowest of the compared OMol25 structures with the same formula, charge and spin: 375.00 kJ/mol
- Frontier orbital gap (alpha / beta): 4.725 / 4.766 eV
- Net charge: 0
- ⟨S²⟩: 8.8059
- Molecular weight: 281.50 g mol⁻¹
- Multiplicity: 6

Mulliken population analysis, charges in e, atoms 1 to 4: -0.43, -0.46, -0.36, -0.40